## one
Formula: C5H12NOS
Source: OMol25
Level of theory: wB97M-V/def2-TZVPD

Geometry as ORCA input:
```
! wB97M-V def2-TZVPD RIJCOSX def2/J DEFGRID3
* xyz -1 1
C 1.930 -0.693 -0.556
C 0.817 1.492 -1.215
C 0.424 0.370 1.055
C -3.401 -0.989 0.228
C 0.673 0.141 -0.420
N -0.442 -0.552 -1.164
O -0.450 -1.766 -0.874
S -2.766 0.689 -0.044
H 2.273 -0.638 -1.620
H 2.874 -0.381 0.110
H 1.392 -1.778 -0.490
H 1.511 1.385 -2.155
H 1.406 2.205 -0.625
H -0.111 1.802 -1.464
H 0.156 1.390 1.208
H -0.314 -0.205 1.631
H 1.335 0.267 1.685
H -2.798 -1.504 1.091
H -3.007 -1.564 -0.671
H -4.511 -1.001 0.410
*
```

orbital gap (alpha / beta): 0.22659 / 0.22653 Eh

---

## two
Formula: C5H12NOS
Source: OMol25
Level of theory: wB97M-V/def2-TZVPD

Geometry as ORCA input:
```
! wB97M-V def2-TZVPD RIJCOSX def2/J DEFGRID3
* xyz -1 1
C 1.319 1.524 -1.352
N 1.024 0.308 -0.594
C -0.390 0.184 -0.289
C -0.612 -0.931 0.772
C 0.284 -0.712 1.973
S -0.178 -1.875 3.278
C -1.399 -0.038 -1.670
O -2.292 0.887 -1.875
H 0.487 1.812 -2.011
H 2.239 1.430 -1.924
H 1.337 2.362 -0.630
H 1.354 -0.466 -1.164
H -0.716 1.168 0.065
H -1.690 -0.918 1.004
H -0.510 -1.888 0.251
H 0.417 0.347 2.222
H 1.275 -0.696 1.465
H 0.511 -1.344 4.263
H -1.840 -1.038 -1.345
H -0.621 -0.117 -2.439
*
```

orbital gap: 0.18985 Eh
SMILES: CN[C@@H](C[O-])CCS

---

Most stable pick: two. Distance to second place: 37.2 kcal/mol.

---

## one
Formula: C5H9O3
Source: OMol25
Level of theory: wB97M-V/def2-TZVPD

Geometry as ORCA input:
```
! wB97M-V def2-TZVPD RIJCOSX def2/J DEFGRID3
* xyz -1 1
C -0.991 1.585 -1.530
O 0.288 1.220 -2.078
C -0.939 1.759 -0.037
C -1.096 0.435 0.762
C -0.383 -0.738 0.180
C 0.710 -1.418 0.703
O 1.187 -0.935 1.940
O 1.331 -2.393 0.227
H -1.659 0.785 -1.870
H -1.266 2.465 -2.108
H -0.030 2.287 0.273
H -1.714 2.446 0.328
H -0.785 0.605 1.797
H -2.172 0.233 0.845
H -0.749 -1.128 -0.763
H 0.608 0.482 -1.544
H 1.863 -1.569 2.173
*
```

orbital gap: 0.23551 Eh
SMILES: [O-]/C(O)=C/CCCO

---

## two
Formula: C5H9O3
Source: OMol25
Level of theory: wB97M-V/def2-TZVPD

Geometry as ORCA input:
```
! wB97M-V def2-TZVPD RIJCOSX def2/J DEFGRID3
* xyz -1 1
C -0.499 0.294 -2.185
O 0.454 1.049 -2.912
C -0.762 0.826 -0.767
C 0.158 0.204 0.280
C -0.512 -0.547 1.378
C 0.166 -1.222 2.380
O 1.542 -0.740 2.442
O -0.165 -2.064 3.212
H -0.047 -0.712 -2.073
H -1.396 0.417 -2.789
H -0.532 1.853 -1.014
H -1.815 0.810 -0.476
H 0.882 -0.432 -0.259
H 0.840 0.927 0.858
H -1.593 -0.491 1.444
H 1.210 1.283 -2.361
H 2.067 -1.453 2.844
*
```

orbital gap: 0.20785 Eh
SMILES: [O-]/C(O)=C/CCCO

---

Most stable pick: one. Distance to second place: 21.4 kcal/mol.

---

## one
Formula: C3H9NOS
Source: OMol25
Level of theory: wB97M-V/def2-TZVPD

Geometry as ORCA input:
```
! wB97M-V def2-TZVPD RIJCOSX def2/J DEFGRID3
* xyz 0 1
C -1.177 0.192 1.491
C 2.192 -0.609 -0.120
C -1.052 0.902 -1.362
N 1.046 0.014 0.434
O -0.823 -1.715 -0.546
S -0.378 -0.411 -0.053
H -1.419 -0.608 2.207
H -2.070 0.755 1.527
H 1.879 -1.648 -0.332
H 2.799 -0.253 -1.108
H 2.992 -0.513 0.643
H -0.873 0.407 -2.236
H -2.152 0.838 -1.139
H -0.681 1.823 -1.200
H -0.282 0.826 1.794
*
```

orbital gap: 0.34513 Eh
SMILES: CN=S(C)(C)=O

---

## two
Formula: C3H9NOS
Source: OMol25
Level of theory: wB97M-V/def2-TZVPD

Geometry as ORCA input:
```
! wB97M-V def2-TZVPD RIJCOSX def2/J DEFGRID3
* xyz 0 1
C 0.322 -0.285 -0.857
C 1.687 0.500 -0.868
S 1.375 2.263 -0.280
N -0.359 -0.140 0.401
C -1.641 -0.733 0.709
O -2.354 -0.542 1.887
H -0.306 0.072 -1.731
H 0.541 -1.406 -0.959
H 1.939 0.567 -1.967
H 2.455 0.109 -0.102
H 2.566 2.327 0.288
H -0.489 0.867 0.599
H -2.429 -0.551 -0.167
H -1.330 -1.887 0.521
H -1.975 -1.161 2.525
*
```

orbital gap: 0.35762 Eh
SMILES: OCNCCS

---

## three
Formula: C3H9NOS
Source: OMol25
Level of theory: wB97M-V/def2-TZVPD

Geometry as ORCA input:
```
! wB97M-V def2-TZVPD RIJCOSX def2/J DEFGRID3
* xyz 0 1
C -0.624 -2.656 0.064
C 1.137 1.683 0.324
C 0.593 -2.426 0.524
N -1.456 1.442 -0.474
O -0.004 2.604 -2.143
S 0.030 1.436 -1.291
H -0.780 -2.581 -0.940
H -1.832 2.188 0.103
H -1.455 -2.924 0.704
H 2.124 1.516 0.168
H 1.219 2.685 0.801
H 0.734 1.043 1.055
H 0.765 -2.256 1.503
H 1.430 -2.381 -0.152
H -1.882 0.627 -0.246
*
```

orbital gap: 0.36743 Eh

---

Most stable pick: two. Distance to second place: 28.2 kcal/mol.